No. 1
{"formula": "C3H12NSi", "method": "ωB97M-V with the def2-TZVPD basis set", "elements": ["C", "C", "Si", "C", "N", "H", "H", "H", "H", "H", "H", "H", "H", "H", "H", "H", "H"], "coordinates": [[-1.576, 0.981, -1.674], [-0.136, 0.369, -1.660], [0.488, 0.267, 0.147], [-0.627, -0.913, 1.245], [2.137, -0.493, 1.305], [-2.140, 0.387, -0.940], [-1.582, 2.028, -1.396], [-1.935, 0.748, -2.652], [-0.102, -0.622, -2.091], [0.479, 1.097, -2.281], [0.476, 1.641, 0.693], [-1.243, -1.561, 0.594], [-0.055, -1.588, 1.843], [-1.335, -0.355, 1.970], [2.068, -0.106, 2.268], [1.993, -1.475, 1.484], [3.089, -0.405, 1.144]], "mulliken_charge": [-1.095, -0.551, 0.616, -1.082, -0.629, 0.342, 0.352, 0.344, 0.382, 0.345, -0.059, 0.342, 0.368, 0.315, 0.351, 0.346, 0.313], "e_tot_ha": -465.48628, "homo_ev": -15.13, "smiles": "CC[Si@@H](C)[NH3+]", "mol_weight_g_mol": 90.22, "homo_lumo_gap_ev": 10.8, "lumo_energy_ev": -4.4, "charge": 1, "e_above_lowest_kcal_mol": 9.78, "spin_multiplicity": 1}

=====

No. 2
{"formula": "C27H50ClF4IN6O7P", "method": "ωB97M-V with the def2-TZVPD basis set", "elements": ["C", "C", "N", "C", "C", "C", "F", "F", "C", "F", "F", "C", "O", "C", "C", "I", "C", "C", "C", "P", "O", "Cl", "N", "C", "C", "C", "O", "H", "H", "H", "H", "H", "H", "H", "H", "H", "H", "H", "H", "H", "H", "H", "H", "H", "H", "H", "H", "H", "H", "C", "C", "O", "N", "C", "H", "H", "H", "H", "H", "H", "H", "C", "C", "O", "N", "C", "H", "H", "H", "H", "H", "H", "H", "C", "C", "O", "N", "C", "H", "H", "H", "H", "H", "H", "H", "C", "C", "O", "N", "C", "H", "H", "H", "H", "H", "H", "H"], "coordinates": [[2.819, 4.004, -5.194], [3.188, 3.135, -3.967], [2.119, 2.150, -3.658], [1.803, 1.996, -2.323], [2.321, 0.962, -1.540], [3.197, -0.059, -2.241], [4.138, 0.513, -3.006], [2.376, -0.739, -3.106], [3.938, -1.138, -1.406], [4.911, -1.650, -2.174], [3.111, -2.131, -1.068], [1.955, 0.922, -0.240], [2.371, -0.067, 0.584], [1.103, 1.882, 0.339], [0.790, 1.794, 1.795], [-0.268, -0.030, 2.282], [2.088, 1.960, 2.632], [2.225, 3.410, 3.157], [0.617, 2.835, -0.461], [-0.518, 4.062, 0.427], [0.296, 5.436, 0.118], [-2.232, 4.203, -0.680], [0.956, 2.879, -1.787], [0.364, 3.920, -2.661], [-0.903, 3.461, -3.411], [-1.594, 4.682, -3.998], [-0.575, 2.609, -4.519], [3.670, 4.159, -5.847], [2.022, 3.509, -5.742], [2.427, 4.965, -4.869], [3.256, 3.800, -3.111], [4.140, 2.665, -4.182], [2.259, 1.262, -4.115], [4.418, -0.705, -0.528], [3.305, 0.002, 0.806], [0.132, 2.569, 2.145], [2.138, 1.240, 3.440], [2.965, 1.781, 2.017], [2.698, 3.416, 4.130], [1.270, 3.926, 3.179], [2.854, 3.949, 2.447], [0.842, 5.646, 0.888], [0.083, 4.797, -2.089], [1.052, 4.245, -3.424], [-1.574, 2.891, -2.773], [-2.188, 4.311, -4.826], [-0.883, 5.389, -4.419], [-2.290, 5.140, -3.304], [-0.881, 1.724, -4.307], [-1.329, 2.829, 6.513], [-1.489, 3.301, 5.090], [-0.605, 3.914, 4.499], [-2.659, 3.022, 4.467], [-3.810, 2.308, 4.995], [-0.350, 3.126, 6.874], [-2.089, 3.279, 7.152], [-1.407, 1.742, 6.564], [-2.701, 3.368, 3.521], [-4.007, 1.430, 4.378], [-4.686, 2.958, 4.966], [-3.642, 1.990, 6.017], [-1.707, -4.813, 0.381], [-2.215, -3.452, 0.789], [-2.410, -3.155, 1.958], [-2.452, -2.549, -0.200], [-2.279, -2.723, -1.630], [-1.567, -5.417, 1.272], [-2.429, -5.310, -0.269], [-0.752, -4.724, -0.137], [-2.789, -1.662, 0.139], [-1.564, -1.987, -2.004], [-3.234, -2.571, -2.136], [-1.914, -3.716, -1.866], [-3.246, -6.061, 6.749], [-3.753, -4.697, 7.158], [-3.949, -4.401, 8.324], [-3.985, -3.795, 6.166], [-3.809, -3.964, 4.732], [-3.108, -6.664, 7.640], [-3.967, -6.556, 6.097], [-2.290, -5.973, 6.232], [-4.322, -2.909, 6.505], [-3.098, -3.226, 4.363], [-4.767, -3.806, 4.233], [-3.443, -4.955, 4.486], [2.260, -6.097, -5.798], [1.676, -4.793, -6.288], [1.125, -4.691, -7.368], [1.788, -3.708, -5.466], [2.402, -3.632, -4.155], [2.096, -6.859, -6.553], [3.333, -5.996, -5.629], [1.775, -6.409, -4.873], [1.379, -2.873, -5.854], [1.657, -3.310, -3.424], [3.212, -2.901, -4.177], [2.804, -4.591, -3.847]], "mulliken_charge": [-1.109, -0.582, 0.303, -0.371, 0.555, 0.827, -0.374, -0.235, 0.067, -0.307, -0.181, -0.049, -0.481, 0.156, -1.785, 0.168, -0.148, -1.227, 0.959, 0.534, -0.573, -0.260, 0.331, -1.092, 0.295, -1.505, -0.542, 0.349, 0.300, 0.308, 0.324, 0.482, 0.423, 0.436, 0.257, 0.487, 0.645, 0.048, 0.358, 0.166, 0.330, 0.381, 0.534, -0.181, 0.563, 0.423, 0.361, 0.318, 0.320, -1.484, 0.919, -0.676, -0.080, -0.893, 0.322, 0.396, 0.389, 0.158, 0.280, 0.307, 0.347, -1.363, 0.793, -0.594, -0.101, -0.827, 0.280, 0.408, 0.344, 0.232, 0.199, 0.310, 0.341, -1.177, 0.738, -0.648, -0.117, -0.718, 0.288, 0.332, 0.330, 0.201, 0.260, 0.263, 0.250, -1.153, 0.698, -0.634, -0.092, -0.673, 0.299, 0.336, 0.327, 0.183, 0.189, 0.166, 0.335], "e_tot_ha": -3412.55642, "homo_ev": -10.51, "mol_weight_g_mol": 840.06, "homo_lumo_gap_ev": 6.3, "lumo_energy_ev": -4.2, "charge": 1, "spin_multiplicity": 1}

=====

Which formula does entry 1 have? C3H12NSi